C28H52BN4O7 | ωB97M-V with the def2-TZVPD basis set

As for the spin multiplicity: 3. The value obtained for the HOMO-LUMO gap (spin up / spin down) is 0.2084 / 0.2348 hartree. Its net charge is +1. The value obtained for the total energy is -1868.34526 a.u. The calculation puts the relative energy (zero: lowest compared OMol25 entry of this formula, charge and spin) at 0.0 kJ/mol.

Element x y z (Å)
1 N -0.166 4.335 -0.027
2 C -1.124 3.796 -1.041
3 C -1.130 4.820 -2.237
4 O -1.136 6.183 -1.749
5 C -2.225 4.540 -3.338
6 C -3.568 3.981 -2.787
7 C -4.037 2.701 -3.338
8 N -5.237 2.156 -2.925
9 C -6.054 2.745 -1.986
10 C -5.714 4.016 -1.351
11 C -6.666 4.676 -0.308
12 B -7.531 5.801 -1.121
13 O -6.880 6.508 -2.163
14 O -8.875 6.061 -0.866
15 C -4.429 4.625 -1.794
16 C -4.019 5.989 -1.150
17 O -4.061 7.027 -1.736
18 O -3.555 5.926 0.153
19 H 0.672 4.683 -0.510
20 H 0.182 3.574 0.564
21 H -2.130 3.587 -0.601
22 H -0.637 2.847 -1.424
23 H -0.126 4.707 -2.754
24 H -1.563 6.688 -2.467
25 H -2.459 5.450 -3.954
26 H -1.797 3.785 -4.056
27 H -3.432 2.182 -4.123
28 H -5.520 1.274 -3.365
29 H -7.003 2.220 -1.745
30 H -7.434 3.922 0.038
31 H -6.116 5.100 0.568
32 H -6.625 7.404 -1.871
33 H -9.143 6.673 -1.584
34 H -3.436 4.979 0.380
35 C 0.572 -2.487 0.249
36 C -0.414 -1.436 0.831
37 C -1.445 -2.116 1.754
38 C -2.519 -2.893 1.003
39 C -3.199 -1.994 -0.023
40 C -2.199 -1.336 -0.988
41 N -1.059 -0.673 -0.283
42 O -1.513 0.473 0.218
43 C -1.681 -2.413 -1.968
44 C -2.962 -0.355 -1.894
45 C 0.476 -0.553 1.730
46 H 0.421 -3.476 0.686
47 H 0.515 -2.591 -0.832
48 H 1.613 -2.209 0.430
49 H -1.943 -1.359 2.372
50 H -0.938 -2.785 2.453
51 H -2.087 -3.777 0.526
52 H -3.265 -3.262 1.712
53 H -3.931 -2.582 -0.586
54 H -3.771 -1.224 0.508
55 H -0.881 -2.019 -2.599
56 H -2.480 -2.748 -2.635
57 H -1.320 -3.312 -1.470
58 H -3.505 0.404 -1.324
59 H -3.710 -0.879 -2.496
60 H -2.280 0.153 -2.583
61 H 1.207 0.003 1.138
62 H 1.027 -1.174 2.440
63 H -0.099 0.162 2.321
64 C 6.071 -3.926 4.085
65 C 5.105 -3.828 2.871
66 C 5.053 -5.169 2.113
67 C 6.290 -5.441 1.267
68 C 6.546 -4.275 0.319
69 C 6.649 -2.927 1.051
70 N 5.508 -2.688 1.992
71 O 4.451 -2.349 1.263
72 C 7.996 -2.878 1.807
73 C 6.779 -1.806 0.002
74 C 3.718 -3.627 3.518
75 H 6.438 -4.944 4.235
76 H 6.935 -3.271 4.009
77 H 5.587 -3.617 5.014
78 H 4.178 -5.185 1.451
79 H 4.909 -5.993 2.817
80 H 7.157 -5.624 1.908
81 H 6.140 -6.355 0.685
82 H 7.465 -4.466 -0.243
83 H 5.739 -4.239 -0.421
84 H 8.062 -1.987 2.435
85 H 8.832 -2.839 1.106
86 H 8.176 -3.755 2.428
87 H 5.949 -1.798 -0.707
88 H 7.687 -1.936 -0.590
89 H 6.833 -0.825 0.480
90 H 3.660 -2.667 4.038
91 H 3.526 -4.414 4.250
92 H 2.904 -3.671 2.792